No. 1
{
  "formula": "C5H7NO",
  "method": "the ωB97M-V functional and the def2-TZVPD basis",
  "energy_ev": -8832.1787,
  "fmax_ev_per_a": 4.54,
  "spin_multiplicity": 1,
  "homo_ev": -9.62,
  "homo_lumo_gap_ha": 0.3902,
  "lumo_ha": 0.0369,
  "elements": ["O", "C", "C", "N", "C", "C", "C", "H", "H", "H", "H", "H", "H", "H"],
  "xyz": [[1.0468, 1.7487, 0.1014], [1.0514, 0.6950, -0.4766], [1.5373, -0.6327, 0.1340], [0.1173, -1.0355, -0.0642], [-0.7506, -0.3001, 0.8814], [-1.4754, 0.3866, -0.3283], [-0.1896, 0.0090, -1.0917], [2.2165, -1.2627, -0.4232], [1.8301, -0.5261, 1.1892], [0.1055, 0.6603, 1.4517], [-1.2541, -0.8559, 1.6823], [-1.6642, 1.4255, -0.0792], [-2.3643, -0.0323, -0.8362], [-0.2068, -0.2800, -2.1406]],
  "forces_ev_per_angstrom": [[0.624, 0.468, -0.747], [-0.002, 0.052, 0.420], [0.201, 0.087, -0.104], [0.166, -0.190, 0.477], [1.392, 2.011, 1.257], [0.301, 0.357, 0.457], [-0.140, 0.133, -0.045], [0.147, -0.052, -0.160], [0.014, -0.132, -0.380], [-3.370, -2.838, -1.092], [0.161, 0.083, -0.459], [0.043, 0.263, -0.532], [0.425, -0.242, 0.835], [0.038, 0.000, 0.073]],
  "lowdin_charge": [0.064, -0.370, -0.065, -0.068, -0.153, -0.091, -0.186, 0.106, 0.121, 0.202, 0.097, 0.098, 0.113, 0.135]
}

No. 2
{
  "formula": "C5H7NO",
  "method": "the ωB97M-V functional and the def2-TZVPD basis",
  "energy_ev": -8829.2835,
  "fmax_ev_per_a": 0.91,
  "spin_multiplicity": 1,
  "homo_ev": [-8.64, -8.64],
  "homo_lumo_gap_ha": [0.3157, 0.3155],
  "lumo_ha": [-0.0020, -0.0019],
  "elements": ["O", "C", "C", "C", "N", "C", "C", "H", "H", "H", "H", "H", "H", "H"],
  "xyz": [[-1.6431, -2.0268, -1.2614], [-1.0679, -1.0121, -1.2304], [-0.3152, -0.0832, -0.0585], [-0.5385, 1.2549, 0.5922], [0.7942, 0.7944, 1.0632], [0.9020, 0.1303, -0.9273], [0.2498, -0.5542, 1.2705], [0.0871, -0.5486, -1.9661], [-0.5252, 2.1523, -0.0293], [-1.3048, 1.2927, 1.3724], [1.0820, 1.1033, -1.3771], [1.7790, -0.4990, -0.8007], [0.9846, -1.3621, 1.2749], [-0.4840, -0.6419, 2.0777]],
  "forces_ev_per_angstrom": [[0.465, 0.765, -0.009], [-0.493, -0.762, 0.057], [-0.067, -0.027, -0.141], [-0.129, 0.249, -0.038], [0.114, 0.088, 0.200], [0.194, 0.048, -0.038], [0.092, -0.226, 0.167], [0.007, -0.016, -0.079], [0.001, -0.141, 0.076], [0.088, -0.052, -0.093], [-0.068, -0.146, 0.051], [-0.160, 0.063, -0.023], [-0.101, 0.121, -0.008], [0.057, 0.037, -0.122]],
  "lowdin_charge": [0.128, -0.136, -0.458, -0.143, 0.030, -0.046, -0.149, 0.133, 0.113, 0.111, 0.093, 0.095, 0.116, 0.113]
}

No. 3
{
  "formula": "C5H7NO",
  "method": "the ωB97M-V functional and the def2-TZVPD basis",
  "energy_ev": -8834.1713,
  "fmax_ev_per_a": 0.55,
  "spin_multiplicity": 1,
  "homo_ev": -9.84,
  "homo_lumo_gap_ha": 0.3544,
  "lumo_ha": -0.0074,
  "elements": ["C", "C", "C", "N", "C", "O", "C", "H", "H", "H", "H", "H", "H", "H"],
  "xyz": [[1.6947, 0.7120, 0.3307], [0.7279, 0.0406, -0.2899], [0.3810, -1.3581, 0.0254], [-0.8510, -1.6709, -0.1394], [-1.5102, -0.5034, -0.6768], [-2.7005, -0.3991, -0.7814], [-0.4571, 0.5449, -1.0586], [1.7845, 1.7923, 0.2531], [2.3831, 0.1987, 0.9984], [-0.4507, 0.5718, 1.8852], [1.0967, -2.0625, 0.4489], [-1.0152, 0.0915, 1.9597], [-0.7767, 1.5587, -0.8111], [-0.3064, 0.4834, -2.1442]],
  "forces_ev_per_angstrom": [[-0.002, -0.071, -0.158], [0.059, 0.144, 0.201], [-0.121, -0.040, 0.033], [0.265, 0.046, -0.151], [-0.417, 0.077, -0.108], [0.545, -0.087, 0.007], [-0.035, 0.052, 0.034], [0.066, -0.179, -0.094], [-0.043, 0.065, -0.173], [-0.204, -0.035, 0.151], [-0.116, 0.057, -0.043], [-0.024, 0.129, 0.136], [-0.003, -0.166, 0.004], [0.031, 0.007, 0.161]],
  "lowdin_charge": [0.062, -0.340, -0.115, 0.142, -0.473, 0.104, -0.063, 0.076, 0.073, 0.063, 0.127, 0.078, 0.129, 0.136]
}

No. 4
{
  "formula": "C5H7NO",
  "method": "the ωB97M-V functional and the def2-TZVPD basis",
  "energy_ev": -8834.2304,
  "fmax_ev_per_a": 0.83,
  "spin_multiplicity": 1,
  "homo_ev": -9.49,
  "homo_lumo_gap_ha": 0.3840,
  "lumo_ha": 0.0354,
  "elements": ["C", "C", "N", "C", "C", "C", "O", "H", "H", "H", "H", "H", "H", "H"],
  "xyz": [[-1.9054, 0.0524, 0.1121], [-0.4395, -0.2336, 0.0217], [0.2336, -1.1561, 0.9397], [0.6957, 0.2126, 0.8959], [1.6193, 0.4724, -0.2942], [0.4741, -0.0661, -1.1777], [0.3316, -0.2019, -2.3654], [-2.0885, 1.1200, -0.0515], [-2.2710, -0.2208, 1.1051], [-2.4711, -0.5066, -0.6374], [0.8609, -1.8118, 0.4769], [0.6225, 0.8057, 1.8014], [2.6016, -0.0075, -0.3155], [1.7362, 1.5414, -0.5111]],
  "forces_ev_per_angstrom": [[-0.032, -0.036, 0.013], [-0.323, 0.149, -0.145], [0.154, -0.170, -0.076], [0.105, 0.285, 0.245], [0.190, -0.024, -0.036], [-0.089, -0.062, -0.669], [0.053, 0.149, 0.813], [-0.008, -0.166, -0.006], [0.035, 0.039, -0.122], [0.078, 0.002, 0.077], [-0.058, 0.091, 0.033], [0.015, -0.077, -0.154], [-0.134, -0.032, 0.010], [0.015, -0.148, 0.017]],
  "lowdin_charge": [-0.006, -0.379, 0.109, -0.218, -0.034, -0.324, 0.114, 0.085, 0.085, 0.083, 0.109, 0.141, 0.112, 0.123]
}

No. 5
{
  "formula": "C5H7NO",
  "method": "the ωB97M-V functional and the def2-TZVPD basis",
  "energy_ev": -8828.7642,
  "s_squared": 2.006,
  "fmax_ev_per_a": 5.04,
  "spin_multiplicity": 3,
  "homo_ev": [-6.37, -8.97],
  "homo_lumo_gap_ha": [0.2614, 0.2957],
  "lumo_ha": [0.0274, -0.0341],
  "elements": ["C", "C", "C", "C", "C", "N", "O", "H", "H", "H", "H", "H", "H", "H"],
  "xyz": [[0.4744, 1.7331, 1.2957], [0.0136, -0.9637, 0.1627], [-0.1889, 0.5995, 0.3311], [0.8037, -1.8360, -0.7566], [-0.9607, 1.2217, -0.8248], [-0.7740, -0.6059, 1.0471], [0.6587, 1.2503, 2.4778], [0.0741, -2.0526, -1.5452], [1.6369, -1.2088, -1.1111], [1.0946, -2.8344, -0.3715], [-1.0751, 0.5226, -1.6475], [-1.8474, 1.6603, -0.4128], [-0.3816, 2.1965, -1.1725], [0.4717, 0.3174, 2.5275]],
  "forces_ev_per_angstrom": [[-1.393, -3.792, -3.021], [2.730, 3.546, -0.709], [0.545, 0.119, -1.091], [-0.870, -0.456, 0.691], [1.855, 2.157, 0.435], [-1.537, -0.109, 1.138], [1.196, 1.267, 2.711], [0.409, 0.142, -0.352], [-0.314, -0.655, -0.001], [0.066, 0.711, 0.054], [-0.399, 0.215, -0.104], [-1.085, -0.145, -0.213], [-0.851, -2.211, 0.414], [-0.351, -0.789, 0.048]],
  "lowdin_charge": [-0.001, -0.242, -0.387, -0.013, -0.081, 0.163, -0.016, 0.088, 0.096, 0.086, 0.062, 0.058, 0.115, 0.073]
}

No. 6
{
  "formula": "C5H7NO2",
  "method": "the ωB97M-V functional and the def2-TZVPD basis",
  "energy_ev": -10877.3816,
  "fmax_ev_per_a": 6.29,
  "spin_multiplicity": 1,
  "homo_ev": -9.14,
  "homo_lumo_gap_ha": 0.3605,
  "lumo_ha": 0.0246,
  "elements": ["C", "C", "C", "C", "C", "H", "H", "H", "H", "H", "H", "H", "N", "O", "O"],
  "xyz": [[0.6878, 1.0061, 0.2404], [0.6653, 0.0413, 1.3791], [-0.1062, -0.9253, 0.2588], [-1.4253, -0.2307, -1.4222], [-0.5838, 0.3468, -0.4343], [2.5235, 1.0143, -0.6581], [0.5738, 2.1682, 0.4941], [-0.2475, 0.1567, 2.1557], [1.5864, -0.3531, 1.7265], [0.7744, -1.2895, -0.2629], [-1.9756, -0.0775, -2.3533], [-1.3131, 0.7003, 0.4115], [-1.7464, -1.4299, -0.9834], [1.6181, 0.7264, -0.7707], [-1.0314, -1.8539, 0.2187]],
  "forces_ev_per_angstrom": [[-0.770, 3.633, -1.994], [-4.647, -1.961, 0.570], [4.956, 2.967, 0.233], [-1.126, -3.850, -0.358], [-0.236, 1.196, 6.172], [0.150, 0.291, 0.630], [0.468, -2.410, -0.621], [2.700, 0.484, -1.294], [0.619, -0.165, 0.635], [0.204, -0.200, -0.513], [0.420, 0.865, 0.382], [0.312, -0.168, -1.485], [-0.696, -0.407, -1.115], [1.202, 0.148, -0.374], [-3.556, -0.422, -0.866]],
  "lowdin_charge": [-0.353, -0.017, -0.396, -0.068, -0.196, 0.101, 0.176, 0.167, 0.090, 0.142, 0.126, 0.173, 0.100, -0.030, -0.016]
}

The records above yield energy above the lowest of the compared OMol25 structures with the same formula, charge and spin values of 92.8 159.6 46.8 45.5 60.7 143.8 kcal per mole, respectively.